# 1
Density functional theory data (wB97M-V/def2-TZVPD) for a 6-piece molecular cluster, C35H32NO23P overall.

Values from the calculation:
LUMO	-1.6	eV
SMILES	O=C1C=C(O)C(=O)C=C1O.O=C1C=C(O)C(=O)C=C1O.O=C1C=C(O)C(=O)C=C1O.O=C1C=C(O)C(=O)C=C1O.O=C1C=C(O)C(=O)C=C1O.CCNOC(=O)OP(C)C
HOMO-LUMO gap	0.27493	Eh
energy	-3479.5126	hartree

Each line ends with the Löwdin charge.
Cartesian coordinates (Å):
O (-0.69, 2.02, 1.92)  0.080
C (-0.21, 3.13, 2.08)  -0.312
C (-0.41, 4.25, 1.19)  0.075
C (0.19, 5.42, 1.48)  -0.228
O (0.07, 6.51, 0.74)  0.117
C (1.07, 5.59, 2.70)  -0.301
O (1.56, 6.70, 2.86)  0.099
C (1.27, 4.47, 3.58)  0.079
C (0.67, 3.31, 3.30)  -0.225
O (0.78, 2.21, 4.04)  0.119
H (-1.03, 4.11, 0.32)  0.139
H (0.62, 7.20, 1.18)  0.120
H (1.90, 4.62, 4.45)  0.105
H (0.26, 1.52, 3.58)  0.120
O (2.44, -7.16, -4.65)  0.105
C (1.94, -6.22, -4.05)  -0.311
C (2.53, -4.91, -3.94)  0.075
C (1.88, -3.97, -3.24)  -0.231
O (2.33, -2.74, -3.05)  0.099
C (0.55, -4.23, -2.57)  -0.298
O (0.05, -3.30, -1.95)  0.079
C (-0.05, -5.54, -2.68)  0.072
C (0.60, -6.48, -3.39)  -0.225
O (0.15, -7.72, -3.57)  0.120
H (3.48, -4.73, -4.42)  0.136
H (1.65, -2.29, -2.50)  0.076
H (-1.00, -5.72, -2.20)  0.110
H (0.83, -8.18, -4.11)  0.122
O (2.44, 4.97, 6.53)  0.083
C (1.77, 5.16, 7.53)  -0.300
C (1.55, 4.17, 8.57)  0.075
C (0.78, 4.50, 9.62)  -0.232
O (0.51, 3.68, 10.62)  0.117
C (0.14, 5.87, 9.76)  -0.313
O (-0.55, 6.04, 10.75)  0.104
C (0.37, 6.85, 8.72)  0.073
C (1.14, 6.53, 7.67)  -0.228
O (1.40, 7.35, 6.67)  0.121
H (2.01, 3.20, 8.46)  0.136
H (-0.07, 4.18, 11.23)  0.121
H (-0.09, 7.83, 8.83)  0.136
H (1.96, 6.87, 6.03)  0.117
O (-7.23, -2.86, -3.99)  0.104
C (-6.28, -3.55, -3.67)  -0.316
C (-5.26, -4.02, -4.57)  0.058
C (-4.26, -4.78, -4.09)  -0.229
O (-3.26, -5.24, -4.83)  0.111
C (-4.18, -5.18, -2.64)  -0.297
O (-3.23, -5.87, -2.31)  0.081
C (-5.20, -4.71, -1.73)  0.076
C (-6.19, -3.94, -2.21)  -0.227
O (-7.17, -3.46, -1.47)  0.119
H (-5.31, -3.72, -5.61)  0.138
H (-2.69, -5.77, -4.23)  0.108
H (-5.13, -4.99, -0.69)  0.136
H (-7.74, -2.94, -2.08)  0.122
O (-0.16, 1.42, -6.72)  0.109
C (-1.10, 0.86, -6.19)  -0.310
C (-2.47, 1.33, -6.24)  0.075
C (-3.42, 0.62, -5.61)  -0.229
O (-4.71, 0.95, -5.59)  0.119
C (-3.11, -0.64, -4.84)  -0.301
O (-4.05, -1.19, -4.29)  0.098
C (-1.75, -1.11, -4.80)  0.077
C (-0.80, -0.41, -5.43)  -0.229
O (0.48, -0.75, -5.44)  0.117
H (-2.69, 2.23, -6.79)  0.136
H (-5.16, 0.27, -5.06)  0.120
H (-1.54, -2.02, -4.24)  0.127
H (0.95, -0.05, -5.95)  0.124
C (5.98, -0.94, 0.91)  -0.085
C (5.13, 0.26, 0.46)  -0.255
N (4.25, 0.64, 1.58)  -0.017
O (3.68, 1.92, 1.27)  0.001
C (2.52, 1.82, 0.56)  -0.674
O (2.22, 2.64, -0.24)  0.153
O (1.75, 0.77, 0.92)  -0.247
P (1.46, -0.43, -0.23)  0.925
C (-0.37, -0.47, -0.21)  -0.250
C (1.86, -1.92, 0.76)  -0.256
H (6.73, -1.19, 0.15)  0.078
H (5.34, -1.82, 1.10)  0.069
H (6.52, -0.71, 1.84)  0.074
H (4.50, -0.02, -0.39)  0.102
H (5.78, 1.10, 0.17)  0.122
H (4.83, 0.86, 2.38)  0.128
H (-0.71, -0.27, -1.23)  0.028
H (-0.73, -1.47, 0.09)  0.035
H (-0.79, 0.29, 0.46)  0.025
H (0.98, -2.49, 1.06)  0.037
H (2.52, -2.54, 0.15)  0.025
H (2.42, -1.61, 1.66)  0.040

---

# 2
Density functional theory data (wB97M-V/def2-TZVPD) for a 2-piece molecular cluster, CH3N3O3 overall in a non-equilibrium geometry.

Values from the calculation:
LUMO	-0.2	eV
energy above the lowest of the compared OMol25 structures with the same formula, charge and spin	89.98	kcal/mol
HOMO-LUMO gap	0.35649	Eh
energy	-429.6724	hartree

Each line ends with the Löwdin charge.
Cartesian coordinates (Å):
C (1.63, 1.36, -0.10)  0.021
N (-0.07, -0.96, 0.02)  0.033
N (-0.19, 0.34, -0.30)  -0.117
N (-1.23, 1.11, 0.00)  -0.483
O (2.56, 0.83, 0.27)  0.196
O (-1.06, 2.32, -0.12)  -0.006
O (-2.25, 0.54, 0.38)  0.035
H (1.22, 2.38, -0.41)  0.146
H (-0.70, -1.55, -0.48)  0.086
H (-0.24, -1.03, 1.01)  0.089

---

# 3
Density functional theory data (wB97M-V/def2-TZVPD) for one molecule with the formula C4H7NO2 in a non-equilibrium geometry.

Values from the calculation:
LUMO	0.1	eV
SMILES	[H]/N=C(\C)OCC=O
energy above the lowest of the compared OMol25 structures with the same formula, charge and spin	75.39	kcal/mol
HOMO-LUMO gap	0.35869	Eh
energy	-361.7607	hartree

Each line ends with the Löwdin charge.
Cartesian coordinates (Å):
H (-1.73, 1.85, 1.08)  0.059
N (-0.80, 1.50, 1.25)  0.170
C (-0.59, 0.48, 0.54)  -0.540
C (-1.49, -0.01, -0.60)  -0.015
O (0.25, -0.44, 1.16)  -0.069
C (1.61, -0.77, 0.60)  -0.074
C (1.44, -0.23, -0.78)  -0.226
O (1.03, 0.90, -0.90)  0.051
H (-2.41, -0.31, -0.10)  0.087
H (-1.73, 0.77, -1.34)  0.092
H (-1.10, -0.88, -1.14)  0.076
H (2.27, -0.20, 1.25)  0.127
H (1.94, -1.84, 0.60)  0.129
H (1.45, -0.92, -1.64)  0.133

---

# 4
Density functional theory data (wB97M-V/def2-TZVPD) for C30H32Br2N3O5S2Ta as an isolated structure.

Values from the calculation:
LUMO	-7.5	eV
energy above the lowest of the compared OMol25 structures with the same formula, charge and spin	8.34	kcal/mol
HOMO-LUMO gap	0.21206	Eh
energy	-7703.9096	hartree
total charge	+2

Each line ends with the Löwdin charge.
Cartesian coordinates (Å):
Ta (0.54, 0.76, 0.55)  1.839
C (4.96, -3.33, 5.43)  -0.057
C (3.74, -2.67, 6.07)  -0.553
C (2.89, -3.76, 6.74)  -0.036
C (4.21, -1.65, 7.12)  -0.026
C (2.89, -1.92, 5.04)  -0.132
C (3.36, -1.65, 3.76)  -0.036
C (2.54, -0.95, 2.91)  -0.498
Br (3.13, -0.40, 1.17)  1.004
C (1.27, -0.51, 3.27)  -0.330
O (0.56, 0.16, 2.31)  -0.355
C (0.79, -0.70, 4.57)  -0.068
C (1.64, -1.42, 5.41)  0.057
C (-0.52, -0.08, 5.05)  -0.524
C (-1.72, -0.63, 4.26)  -0.060
C (-0.76, -0.39, 6.54)  -0.048
C (-0.45, 1.44, 4.90)  -0.022
H (5.49, -3.90, 6.18)  0.096
H (5.66, -2.59, 5.03)  0.087
H (4.68, -4.01, 4.62)  0.095
H (3.53, -4.35, 7.41)  0.095
H (2.46, -4.44, 6.00)  0.096
H (2.09, -3.35, 7.35)  0.081
H (4.80, -2.16, 7.88)  0.098
H (3.36, -1.18, 7.62)  0.086
H (4.83, -0.87, 6.67)  0.095
H (4.34, -1.97, 3.44)  0.112
H (1.31, -1.60, 6.42)  0.104
H (-1.77, -1.72, 4.34)  0.086
H (-1.67, -0.34, 3.21)  0.028
H (-2.64, -0.22, 4.68)  0.098
H (-0.86, -1.46, 6.73)  0.097
H (-1.70, 0.08, 6.84)  0.097
H (0.03, 0.01, 7.17)  0.097
H (-0.36, 1.75, 3.85)  0.062
H (0.39, 1.86, 5.45)  0.102
H (-1.36, 1.89, 5.29)  0.098
Br (-1.11, -2.40, 1.31)  0.970
C (0.03, -2.34, -0.17)  -0.757
C (0.31, -3.51, -0.87)  -0.056
C (1.09, -3.45, -2.01)  0.031
C (1.57, -2.20, -2.44)  0.054
C (1.26, -1.10, -1.68)  -0.232
N (0.51, -1.16, -0.55)  -0.141
C (1.71, 0.28, -2.07)  -0.505
O (2.10, 0.59, -3.15)  0.214
O (1.57, 1.15, -1.04)  -0.223
H (-0.10, -4.45, -0.52)  0.126
H (1.32, -4.34, -2.56)  0.140
H (2.16, -2.08, -3.33)  0.149
O (-3.53, 4.57, -0.12)  0.100
C (-2.63, 5.07, 0.73)  -0.241
C (-2.90, 6.34, 1.25)  0.019
C (-2.01, 6.92, 2.14)  -0.029
C (-0.85, 6.25, 2.53)  -0.059
C (-0.57, 5.01, 2.03)  -0.016
C (-1.45, 4.39, 1.13)  -0.084
C (-1.17, 3.09, 0.61)  -0.321
O (-0.09, 2.43, 1.09)  -0.185
N (-1.88, 2.43, -0.24)  -0.011
N (-1.39, 1.13, -0.49)  -0.176
C (-2.03, 0.66, -1.57)  -0.843
S (-2.03, -0.98, -2.11)  1.017
C (-2.66, -0.60, -3.77)  -0.453
C (-3.69, 0.49, -3.60)  -0.460
S (-3.02, 1.74, -2.48)  1.083
H (-3.28, 3.67, -0.40)  0.052
H (-3.80, 6.84, 0.95)  0.133
H (-2.23, 7.90, 2.53)  0.122
H (-0.16, 6.73, 3.23)  0.115
H (0.33, 4.49, 2.33)  0.117
H (-3.10, -1.52, -4.16)  0.099
H (-1.83, -0.29, -4.40)  0.095
H (-4.62, 0.11, -3.17)  0.095
H (-3.91, 0.99, -4.55)  0.101

---

# 5
Density functional theory data (wB97M-V/def2-TZVPD) for a 6-piece molecular cluster, C13H34Cl2O9 overall in a non-equilibrium geometry.

Values from the calculation:
LUMO	0.2	eV
SMILES	C1CCOC1.ClCCl.OCCO.OCCO.OCCO.OCCO
HOMO-LUMO gap	0.34264	Eh
energy	-2113.1288	hartree

Each line ends with the Löwdin charge.
Cartesian coordinates (Å):
C (7.65, -9.22, 3.16)  -0.124
C (8.66, -8.21, 3.69)  -0.181
C (7.86, -7.21, 4.49)  -0.240
O (6.69, -7.17, 3.79)  -0.165
C (6.44, -8.21, 2.86)  -0.160
H (7.31, -9.93, 3.92)  0.097
H (7.84, -9.79, 2.26)  0.106
H (9.20, -7.74, 2.87)  0.114
H (9.39, -8.71, 4.33)  0.109
H (8.31, -6.22, 4.65)  0.126
H (7.73, -7.68, 5.47)  0.103
H (6.51, -7.74, 1.88)  0.115
H (5.46, -8.64, 3.04)  0.101
Cl (7.11, -13.58, 7.90)  0.500
C (6.84, -11.84, 8.19)  -1.107
Cl (8.21, -10.98, 8.65)  0.572
H (6.60, -11.47, 7.19)  0.008
H (6.03, -11.71, 8.90)  0.016
O (2.58, -8.39, 4.74)  -0.073
C (3.65, -7.89, 5.54)  -0.229
C (4.68, -8.93, 5.89)  -0.232
O (4.15, -9.80, 6.85)  -0.059
H (1.99, -7.66, 4.58)  0.037
H (4.07, -7.11, 4.90)  0.107
H (3.29, -7.25, 6.35)  0.114
H (5.61, -8.52, 6.29)  0.114
H (4.99, -9.48, 5.00)  0.110
H (4.12, -9.40, 7.72)  0.039
O (-0.70, -13.39, 5.88)  -0.067
C (-0.58, -12.14, 6.57)  -0.231
C (0.54, -11.34, 5.86)  -0.262
O (1.00, -10.16, 6.46)  -0.075
H (-1.11, -13.95, 6.55)  0.076
H (-1.50, -11.56, 6.66)  0.112
H (-0.29, -12.27, 7.61)  0.110
H (0.12, -11.09, 4.89)  0.111
H (1.39, -11.94, 5.54)  0.122
H (1.72, -9.80, 5.94)  0.034
O (1.00, -6.13, 4.56)  -0.070
C (1.54, -4.85, 4.35)  -0.219
C (1.26, -4.04, 5.65)  -0.206
O (-0.17, -3.83, 5.75)  -0.070
H (0.04, -6.06, 4.62)  0.104
H (2.59, -4.92, 4.07)  0.120
H (1.13, -4.32, 3.49)  0.119
H (1.70, -3.04, 5.65)  0.113
H (1.68, -4.55, 6.52)  0.113
H (-0.50, -4.50, 6.35)  0.078
O (4.35, -10.27, 10.11)  -0.054
C (4.91, -9.18, 10.78)  -0.256
C (5.34, -8.04, 9.83)  -0.189
O (4.23, -7.69, 8.94)  -0.071
H (3.50, -10.01, 9.75)  0.091
H (4.21, -8.73, 11.49)  0.113
H (5.79, -9.50, 11.34)  0.123
H (6.27, -8.40, 9.40)  0.103
H (5.62, -7.22, 10.50)  0.115
H (3.74, -7.02, 9.41)  0.093

---

# 6
Density functional theory data (wB97M-V/def2-TZVPD) for a 4-piece molecular cluster, C31H67O5PS2 overall in a non-equilibrium geometry.

Values from the calculation:
LUMO	0.5	eV
SMILES	CCCCC[C@H]1C[C@@H]([PH2]=S)[C@H](CCOC(C)=O)S(=O)(=O)O1.CCCCCC.CCCCCC.CCCCCC
energy above the lowest of the compared OMol25 structures with the same formula, charge and spin	4.74	kcal/mol
HOMO-LUMO gap	0.35354	Eh
energy	-2735.3100	hartree

Each line ends with the Löwdin charge.
Cartesian coordinates (Å):
C (6.13, -0.83, 0.02)  -0.101
C (4.67, -1.12, 0.40)  -0.267
C (4.54, -1.84, 1.73)  -0.211
C (5.04, -3.29, 1.74)  -0.173
C (4.36, -4.23, 0.73)  -0.143
C (3.36, -5.17, 1.38)  -0.298
C (2.05, -4.52, 1.85)  -0.173
C (0.87, -4.82, 0.93)  -0.439
P (-0.58, -3.78, 1.40)  0.440
S (-0.41, -2.74, 3.03)  0.196
C (1.34, -4.66, -0.53)  -0.336
C (0.26, -4.60, -1.63)  -0.141
C (0.46, -3.44, -2.59)  -0.142
O (-0.19, -2.24, -2.17)  0.007
C (0.48, -1.51, -1.25)  -0.543
C (-0.37, -0.49, -0.53)  0.020
O (1.67, -1.62, -1.02)  0.077
S (2.41, -6.05, -0.87)  0.649
O (1.62, -7.21, -1.16)  -0.256
O (3.37, -5.66, -1.87)  -0.247
O (3.10, -6.33, 0.54)  -0.185
H (6.60, -1.71, -0.42)  0.070
H (6.16, -0.05, -0.74)  0.066
H (6.69, -0.51, 0.89)  0.072
H (4.14, -0.17, 0.47)  0.104
H (4.19, -1.65, -0.43)  0.080
H (5.14, -1.28, 2.45)  0.109
H (3.52, -1.81, 2.12)  0.098
H (4.89, -3.69, 2.75)  0.112
H (6.12, -3.28, 1.57)  0.108
H (5.13, -4.86, 0.28)  0.127
H (3.94, -3.65, -0.08)  0.095
H (3.86, -5.58, 2.26)  0.150
H (2.22, -3.44, 1.90)  0.082
H (1.80, -4.81, 2.87)  0.109
H (0.61, -5.87, 1.08)  0.126
H (-0.90, -3.00, 0.29)  -0.028
H (-1.64, -4.69, 1.47)  -0.007
H (1.92, -3.74, -0.58)  0.098
H (-0.76, -4.63, -1.23)  0.113
H (0.35, -5.50, -2.24)  0.114
H (1.52, -3.29, -2.79)  0.135
H (0.00, -3.71, -3.54)  0.133
H (-0.27, 0.45, -1.07)  0.081
H (-1.42, -0.76, -0.56)  0.087
H (0.01, -0.34, 0.47)  0.087
C (-3.55, -3.29, 4.66)  -0.146
C (-4.79, -3.07, 5.52)  -0.269
C (-5.11, -1.59, 5.74)  -0.230
C (-4.02, -0.80, 6.47)  -0.229
C (-3.65, -1.35, 7.85)  -0.271
C (-4.81, -1.33, 8.84)  -0.113
H (-2.65, -2.88, 5.12)  0.034
H (-3.38, -4.36, 4.50)  0.069
H (-3.67, -2.83, 3.68)  0.063
H (-4.66, -3.57, 6.48)  0.098
H (-5.65, -3.54, 5.04)  0.103
H (-6.05, -1.51, 6.29)  0.099
H (-5.28, -1.12, 4.77)  0.108
H (-4.36, 0.24, 6.58)  0.109
H (-3.12, -0.76, 5.86)  0.101
H (-2.83, -0.74, 8.26)  0.103
H (-3.25, -2.36, 7.76)  0.098
H (-5.19, -0.32, 8.98)  0.074
H (-4.49, -1.70, 9.82)  0.068
H (-5.63, -1.97, 8.51)  0.064
C (3.67, 5.86, -2.80)  -0.110
C (3.13, 4.91, -3.87)  -0.267
C (1.67, 4.51, -3.64)  -0.227
C (1.41, 3.74, -2.34)  -0.225
C (2.22, 2.45, -2.18)  -0.261
C (1.93, 1.41, -3.26)  -0.103
H (3.66, 5.40, -1.81)  0.065
H (4.70, 6.15, -3.02)  0.069
H (3.07, 6.77, -2.75)  0.075
H (3.76, 4.03, -3.93)  0.098
H (3.20, 5.40, -4.84)  0.105
H (1.34, 3.91, -4.49)  0.104
H (1.05, 5.40, -3.64)  0.098
H (0.35, 3.49, -2.29)  0.088
H (1.61, 4.39, -1.49)  0.105
H (1.99, 2.02, -1.20)  0.099
H (3.29, 2.67, -2.17)  0.100
H (0.87, 1.14, -3.26)  0.068
H (2.50, 0.50, -3.07)  0.068
H (2.19, 1.77, -4.25)  0.068
C (-2.45, 4.60, -1.88)  -0.110
C (-2.58, 4.33, -3.37)  -0.267
C (-2.35, 5.56, -4.24)  -0.226
C (-3.34, 6.70, -4.02)  -0.228
C (-4.81, 6.32, -4.23)  -0.271
C (-5.12, 5.87, -5.65)  -0.112
H (-3.19, 5.32, -1.53)  0.067
H (-2.59, 3.69, -1.30)  0.069
H (-1.45, 5.00, -1.65)  0.065
H (-3.56, 3.89, -3.58)  0.099
H (-1.85, 3.56, -3.66)  0.095
H (-2.37, 5.26, -5.29)  0.103
H (-1.34, 5.94, -4.06)  0.096
H (-3.09, 7.52, -4.70)  0.110
H (-3.22, 7.10, -3.01)  0.101
H (-5.43, 7.19, -3.99)  0.104
H (-5.10, 5.54, -3.52)  0.097
H (-4.88, 6.65, -6.37)  0.075
H (-6.19, 5.64, -5.76)  0.068
H (-4.57, 4.97, -5.92)  0.064

---

# 7
Density functional theory data (wB97M-V/def2-TZVPD) for one molecule with the formula C17H15ClN6.

Values from the calculation:
LUMO	-0.5	eV
SMILES	N#CC(C#N)=C/C(C#N)=C(/N)N1CCN(c2ccc(Cl)cc2)CC1
HOMO-LUMO gap	0.27441	Eh
energy	-1445.4974	hartree

Each line ends with the Löwdin charge.
Cartesian coordinates (Å):
N (-0.36, -3.93, 1.10)  0.162
C (-0.87, -3.02, 0.60)  -0.217
C (-1.47, -1.88, 0.04)  -0.259
C (-0.63, -1.04, -0.70)  -0.189
N (0.02, -0.34, -1.35)  0.242
C (-2.82, -1.65, 0.16)  0.009
C (-3.47, -0.49, -0.33)  -0.206
C (-4.81, -0.60, -0.71)  -0.242
N (-5.92, -0.66, -1.01)  0.150
C (-2.84, 0.76, -0.58)  -0.284
N (-3.22, 1.44, -1.68)  0.222
N (-1.94, 1.31, 0.25)  -0.040
C (-1.15, 2.46, -0.15)  -0.116
C (-0.06, 2.72, 0.90)  -0.138
N (0.56, 1.50, 1.34)  -0.088
C (1.70, 0.98, 0.74)  -0.253
C (2.27, 1.54, -0.40)  -0.048
C (3.43, 1.02, -0.94)  -0.105
C (4.04, -0.08, -0.36)  -0.687
Cl (5.48, -0.73, -1.04)  0.656
C (3.49, -0.65, 0.78)  -0.099
C (2.34, -0.11, 1.33)  -0.025
C (-0.36, 0.62, 2.03)  -0.127
C (-1.82, 0.94, 1.65)  -0.096
H (-3.44, -2.44, 0.56)  0.142
H (-2.97, 2.41, -1.82)  0.108
H (-3.88, 1.02, -2.30)  0.123
H (-1.77, 3.36, -0.25)  0.129
H (-0.69, 2.22, -1.12)  0.116
H (0.70, 3.39, 0.48)  0.123
H (-0.49, 3.22, 1.77)  0.127
H (1.82, 2.38, -0.90)  0.098
H (3.86, 1.46, -1.83)  0.106
H (3.96, -1.50, 1.24)  0.107
H (1.95, -0.56, 2.23)  0.110
H (-0.26, 0.72, 3.12)  0.133
H (-0.13, -0.41, 1.76)  0.095
H (-2.18, 1.79, 2.25)  0.133
H (-2.45, 0.08, 1.86)  0.125

---

# 8
Density functional theory data (wB97M-V/def2-TZVPD) for one molecule with the formula C3H6N4 in a non-equilibrium geometry.

Values from the calculation:
LUMO	0.1	eV
energy above the lowest of the compared OMol25 structures with the same formula, charge and spin	133.05	kcal/mol
HOMO-LUMO gap	0.34092	Eh
energy	-336.7372	hartree

Each line ends with the Löwdin charge.
Cartesian coordinates (Å):
C (-0.86, -0.09, 0.73)  -0.229
C (0.64, -0.28, 0.51)  -0.062
C (-1.75, -0.31, -0.55)  -0.093
N (2.57, 0.70, -0.52)  -0.052
N (3.13, -0.28, 0.00)  -0.227
N (1.17, 0.56, -0.27)  -0.061
N (2.67, -1.18, 0.59)  0.141
H (-1.14, 0.98, 0.80)  0.097
H (-1.05, -0.60, 1.63)  0.070
H (-1.41, 0.32, -1.39)  0.069
H (-2.80, 0.09, -0.26)  0.099
H (-1.84, -1.37, -0.63)  0.051
H (0.66, 1.46, -0.64)  0.198